C16H47Li2N14O17 | ωB97M-V with the def2-TZVPD basis set

As for the highest occupied orbital energy (spin up / spin down): -1.74 / -2.06 eV. The total charge is -2. The gap between HOMO and LUMO (spin up / spin down) comes out at 3.576 / 3.593 eV. The multiplicity is 2. Its expectation value of S² is 0.78.

Last column: Mulliken charge in e.
Geometry (Å):
Li -3.81827 -0.34878 -3.23845  0.8033
Li -1.42821 -1.66021 -4.58478  0.8140
C -1.73966 -1.14493 0.34788  -1.1325
C -0.39876 -1.19463 0.67766  0.6190
C 0.64254 -0.73567 -0.39168  -1.1499
O 1.85150 -0.34075 -0.06638  1.6045
C 0.26124 -0.19786 -1.63827  -0.9098
C -1.12972 -0.16675 -1.94470  0.2033
C -2.19802 -0.54549 -0.85335  0.8805
O -3.41725 -0.46812 -1.19187  -0.9566
O -1.55912 0.17293 -3.09675  -1.3932
O -0.15736 -1.76963 1.83018  -1.0018
H -2.44970 -1.41532 1.11543  1.1400
H 1.06312 0.29687 -2.16612  0.4236
C -2.36898 2.99317 -5.95026  -1.3706
C -2.63558 1.60110 -6.42203  1.6331
C -3.75154 1.57667 -7.42632  -1.4845
O -1.52696 1.04095 -7.03804  -0.9520
H -1.55580 3.09322 -5.23136  0.2250
H -3.21792 3.30825 -5.34352  0.2174
H -2.18907 3.79445 -6.66698  0.4257
H -2.96159 0.98840 -5.58155  -0.4193
H -4.64031 1.38869 -6.82396  0.2951
H -3.83590 0.72594 -8.10252  0.3197
H -3.80067 2.47616 -8.04000  0.3144
C -2.84990 -5.06862 1.92258  0.4754
O -3.56214 -6.02205 1.90653  -0.7152
N -2.72103 -4.15008 0.95226  -0.2415
N -2.06921 -4.71304 2.90789  -0.2004
H -2.11262 -3.35000 1.05132  0.1792
H -3.37340 -4.11615 0.18196  0.1901
H -1.42455 -3.94084 2.81725  0.1569
H -1.94075 -5.44412 3.59281  0.1956
C 0.42496 2.85381 0.89831  0.3857
O -0.00866 3.91122 1.11896  -0.7279
N 0.72079 2.50282 -0.34920  0.0725
N 0.59464 1.92552 1.74658  0.5396
H 1.10372 1.58694 -0.53527  -0.2720
H 0.68463 3.20943 -1.06996  0.1361
H 0.77787 1.02073 1.33685  -0.9211
H 0.21759 2.01659 2.67912  0.1343
C 4.03524 3.08869 2.32697  0.4716
O 4.74773 4.04733 2.60670  -0.8196
N 3.64646 2.25995 3.17739  0.0050
N 3.77871 2.74693 1.10802  -0.1963
H 3.83529 2.47268 4.14651  0.2215
H 2.97695 1.51423 3.05185  -0.0606
H 3.33878 1.88080 0.83166  0.1047
H 4.34141 3.32826 0.50343  0.1808
C 4.94726 -1.80811 -2.24813  0.5795
O 6.02785 -2.02841 -2.80401  -0.7378
N 4.03989 -2.69872 -1.93501  -0.2665
N 4.45653 -0.57908 -1.94187  -0.3292
H 3.12881 -2.34215 -1.68423  0.1905
H 4.31920 -3.66876 -1.90163  0.1972
H 4.97200 0.22008 -2.28206  0.1503
H 3.66675 -0.46118 -1.32344  -0.0437
C 5.02556 -1.02752 2.31014  0.6688
O 4.54893 -1.06935 3.41688  -0.8246
N 6.29113 -1.23172 2.09460  -0.4559
N 4.47100 -0.69909 1.18154  0.2138
H 6.70096 -1.02320 1.19535  0.1382
H 6.81083 -1.54519 2.90191  0.2486
H 3.46908 -0.75313 1.06604  -0.4315
H 5.12836 -0.71928 0.41500  0.2392
C -3.03699 1.74022 3.11083  0.6955
O -2.10317 2.15570 3.77833  -0.7481
N -4.19162 2.01523 3.51468  -0.3871
N -2.89918 0.96510 2.07055  0.1498
H -4.88386 1.42650 3.07389  0.1522
H -4.29851 2.70958 4.24033  0.2607
H -3.65022 0.71362 1.44381  0.0777
H -1.97642 0.59835 1.88586  -0.3218
C 1.18545 0.00611 4.60175  0.5598
O 1.59999 0.83821 5.38537  -0.7834
N 1.97069 -0.70720 3.85754  -0.0373
N -0.09750 -0.14521 4.39565  -0.2472
H 1.56109 -1.26949 3.12531  0.0537
H 2.97183 -0.67843 3.98784  0.2666
H -0.73512 0.60196 4.63077  0.2343
H -0.21281 -0.71947 3.57283  0.1333
O -6.09473 -0.48340 -0.10361  -0.6503
H -6.58190 -0.73125 -0.88940  0.2532
H -5.17793 -0.63892 -0.33061  0.4023
O 2.69675 -3.44119 1.12912  -0.6291
H 1.94237 -3.44941 1.71825  0.2549
H 3.40546 -3.06619 1.65193  0.2834
O 0.34400 1.72833 -4.08027  -0.6230
H -0.14375 1.13765 -3.50631  0.4546
H 0.98069 2.15132 -3.50414  0.2673
O -2.64442 -1.85751 3.93962  -0.6495
H -1.86999 -1.95823 3.38613  0.2555
H -3.26797 -1.37731 3.39480  0.3464
O -3.85375 1.70604 -3.04072  -0.4707
H -4.23130 2.57058 -2.87872  0.2120
H -2.91185 1.86376 -3.10530  0.2548

---

C9H14AuN9O2S | ωB97M-V with the def2-TZVPD basis set

As for the highest occupied orbital energy: -15.20 eV. The total charge is +2. The gap between HOMO and LUMO comes out at 7.483 eV. The multiplicity is 1. Its energy above the lowest of the compared OMol25 structures with the same formula, charge and spin is 0.00 kcal per mole.

Last column: natural (NBO) charge in e.
Geometry (Å):
Au -0.04375 0.14754 0.09407  1.2677
C -3.62801 -0.67714 2.23959  -0.6902
C -2.49691 -0.58962 1.27872  0.3216
N -1.47748 0.18761 1.46039  -0.2581
N -1.38637 0.97992 2.56993  -0.3822
C -0.35133 1.76716 2.56661  0.3131
N -0.11813 2.57333 3.60090  -0.7389
S 0.80291 1.90791 1.22067  -0.0709
C -2.47637 -1.38785 0.03791  0.1387
C -3.50483 -2.21569 -0.35556  -0.1807
C -3.39816 -2.89321 -1.56727  -0.0940
C -2.27088 -2.71866 -2.34880  -0.2092
C -1.27064 -1.87208 -1.89836  0.1009
N -1.37516 -1.23369 -0.73372  -0.5138
H -3.43933 -0.07661 3.12088  0.2830
H -3.78491 -1.71740 2.52984  0.2627
H -4.54171 -0.32358 1.75552  0.2700
H -0.77767 2.60231 4.36338  0.4373
H 0.62739 3.24833 3.58743  0.4282
H -4.38338 -2.32786 0.26313  0.2598
H -4.19749 -3.54450 -1.89408  0.2624
H -2.15593 -3.22478 -3.29643  0.2656
H -0.37608 -1.69525 -2.47777  0.2243
N 2.20955 -1.39366 0.73434  -0.6651
N 3.10495 -0.93444 -0.23059  -0.4086
C 2.73898 -0.17925 -1.27964  0.6467
N 3.67478 0.08949 -2.16935  -0.7326
N 1.44544 0.24205 -1.35424  -0.5647
N 0.97220 0.94033 -2.49931  0.6434
O 1.70921 1.18682 -3.42188  -0.3486
O -0.19555 1.22736 -2.42915  -0.3515
H 2.46144 -1.01694 1.64292  0.3912
H 2.24234 -2.40766 0.76595  0.3926
H 4.08519 -1.16350 -0.13761  0.4075
H 4.60678 -0.27962 -2.06424  0.4296
H 3.45245 0.66329 -2.96987  0.4628

---

C16H20MoNO | ωB97M-V with the def2-TZVPD basis set

As for the highest occupied orbital energy (spin up / spin down): -1.30 / -2.17 eV. The total charge is -1. The gap between HOMO and LUMO (spin up / spin down) comes out at 4.203 / 5.065 eV. The multiplicity is 3. Its expectation value of S² is 2.01.

Last column: natural (NBO) charge in e.
Geometry (Å):
Mo 0.16449 -0.27053 1.53680  0.3737
C 0.77137 -1.71974 3.05169  -0.2898
C -0.65219 -1.71615 3.08166  -0.2415
C -1.13095 -2.12481 1.79363  -0.3262
H -1.25374 -1.53381 3.96482  0.2411
C 0.00863 -2.41991 0.97078  -0.2992
C 1.18356 -2.17489 1.75576  -0.3213
H 2.20499 -2.38823 1.45583  0.2216
H 1.42082 -1.52119 3.90092  0.2315
H -2.16852 -2.24530 1.49936  0.2314
H -0.01933 -2.80726 -0.04237  0.2224
C 1.58573 1.77029 2.20905  -0.2766
C 2.30660 0.54266 1.91190  -0.3276
C 2.22176 0.32380 0.48256  -0.3610
H 2.92721 -0.00756 2.60963  0.2170
C 1.49660 1.44280 -0.08701  -0.2385
C 1.10453 2.31682 0.97534  -0.3197
H 0.55726 3.23853 0.85143  0.2142
H 1.54626 2.23577 3.18402  0.2248
H 2.71160 -0.46770 -0.07077  0.2171
H 1.38413 1.64377 -1.14514  0.2047
O -0.46295 0.02484 -1.14343  -0.5595
C -0.67887 0.19377 -2.60693  0.2558
C -2.17997 0.49840 -2.23254  -0.4432
C -0.20699 -1.15365 -2.94217  -0.6178
C -0.07111 1.30171 -3.40706  -0.6476
C -1.78969 0.81649 -0.83984  -0.0762
H -2.70403 -0.43842 -2.30695  0.1980
H -2.62928 1.25005 -2.86208  0.1859
H -1.53609 1.90926 -0.78261  0.1896
H -2.56649 0.52285 -0.05026  0.2421
H -0.71946 -1.51829 -3.85836  0.1897
H -0.35556 -1.88464 -2.13134  0.2428
H 0.86522 -1.09296 -3.21441  0.2080
H -0.55275 1.37187 -4.42099  0.2137
H 0.99879 1.11614 -3.62732  0.2107
H -0.18449 2.28913 -2.92213  0.2277
N -2.16925 1.65663 3.07927  -0.6332
C -1.42786 1.01949 2.37926  0.0154

---

C5H11MgO4Sc | ωB97M-V with the def2-TZVPD basis set

As for the highest occupied orbital energy (spin up / spin down): -10.67 / -10.66 eV. The total charge is +1. The gap between HOMO and LUMO (spin up / spin down) comes out at 6.627 / 5.886 eV. The multiplicity is 2. Its expectation value of S² is 0.75.

Last column: natural (NBO) charge in e.
Geometry (Å):
O 2.23093 -0.52893 0.90284  -1.0673
C 1.92085 -1.86639 0.66041  -0.0853
C 0.82394 -2.08500 -0.37302  -0.0940
O -0.31850 -1.26274 -0.26199  -0.6129
C -0.48590 -0.16253 -1.18240  -0.2834
C -1.68350 0.59057 -0.65624  -0.1305
O -1.27762 1.27148 0.54628  -0.6724
C -2.21040 2.12513 1.16938  -0.2496
Mg 0.70510 0.76875 0.79451  1.7721
H 1.66821 -2.32718 1.63330  0.1726
H 2.81083 -2.42784 0.31817  0.1789
H 0.49193 -3.13498 -0.37162  0.2115
H 1.25828 -1.86844 -1.36561  0.1820
H -0.70321 -0.53736 -2.19234  0.2022
H -2.51435 -0.07359 -0.36291  0.1971
H -2.01163 1.35117 -1.38103  0.2056
H -1.67387 2.67163 1.95283  0.1942
H -2.61555 2.85019 0.44781  0.1995
H -3.01117 1.50526 1.59989  0.1973
Sc 3.58557 1.01772 0.49472  1.5197
O 1.91181 1.35109 -0.64845  -1.4413
H 1.09823 0.77199 -1.72453  0.4040

---

C4H12N2 | ωB97M-V with the def2-TZVPD basis set

As for the highest occupied orbital energy: -9.03 eV. The structure (SMILES) is NCCCCN. The gap between HOMO and LUMO comes out at 10.157 eV. The multiplicity is 1. Its energy above the lowest of the compared OMol25 structures with the same formula, charge and spin is 26.28 kcal per mole.

Last column: natural (NBO) charge in e.
Geometry (Å):
C -1.16594 -1.58729 0.43221  -0.2114
C -0.34683 -0.62017 -0.48316  -0.4070
C 0.39135 0.37658 0.29697  -0.4102
C 1.48743 1.33400 -0.24789  -0.1902
H -1.48826 -2.98057 -0.97882  0.3403
H -2.60647 -1.90719 -1.06879  0.3495
H -1.78559 -0.91813 1.10192  0.1795
H -0.52273 -2.08599 1.14790  0.1951
H -1.09829 -0.08557 -1.10987  0.1938
H 0.40219 -1.21290 -1.12763  0.1885
H 0.78692 -0.10226 1.16216  0.2004
H -0.36274 1.09418 0.68667  0.1865
H 2.41966 0.82112 -0.43915  0.1945
H 1.18610 1.76374 -1.31879  0.1486
H 2.37949 3.07894 0.53557  0.3602
H 0.82114 3.02824 1.00836  0.3689
N -2.09420 -2.44174 -0.34253  -0.8184
N 1.59678 2.44502 0.74489  -0.8685